7 unconnected molecules or ions with the total composition C33H47N7O12 at a distorted geometry. Source: OMol25; level of theory: ωB97M-V with the def2-TZVPD basis set.

net charge: 0
molecular weight: 733.8 g mol⁻¹
energy above the lowest of the compared OMol25 structures with the same formula, charge and spin: 6.8 kcal per mole
2S+1: 1
total energy: -2570.66951 Eh
gap between HOMO and LUMO: 3.64 eV
HOMO level: -8.21 eV
max |F|: 13.67 eV/Å

XYZ file:
```
99
Properties=species:S:1:pos:R:3:forces:R:3
O 1.435602 3.707843 -1.934595 0.1 0.4 0.9
O -4.230202 0.935501 3.287704 -1.5 -1.2 0.0
O 8.665627 -1.311048 -0.583998 -1.2 -0.9 0.1
O -0.759148 -0.736903 0.213936 -0.7 0.8 0.7
O -4.407840 5.535545 0.305616 4.0 -3.9 -2.3
O -0.432840 -2.882772 0.010942 0.8 1.8 0.2
O -5.875857 0.114338 4.569408 2.5 0.3 -3.2
O 2.453717 -6.617640 -0.558113 2.8 -0.5 2.6
O 9.295225 -3.414475 -0.645625 -3.9 2.7 -0.1
O -2.421073 -1.542630 -3.417032 3.6 1.8 0.2
O 4.100481 -7.584018 0.695898 -2.1 1.9 -1.3
O 1.119796 -1.424947 -0.587782 -0.8 -0.5 0.7
N -0.027699 -1.675866 -0.076932 0.8 -1.8 -1.6
N 3.167405 -6.758732 0.493012 -0.7 -1.9 -0.9
N -0.935245 0.030765 -4.113153 3.2 1.2 -0.3
N 8.346333 -2.488479 -0.691796 5.4 -1.8 0.0
N -4.900306 0.005769 3.734865 -0.7 -1.1 4.3
N -3.526359 4.752066 -0.209047 -3.5 4.3 3.7
N 2.302230 2.962356 0.083491 2.7 1.8 1.2
C 2.882548 -6.492954 3.055851 -2.3 5.9 -2.1
C -4.983666 -2.620840 4.281041 0.5 -2.3 0.6
C -2.599782 -3.024714 2.477307 -5.7 3.1 2.4
C -3.249150 -1.613781 2.552665 -2.4 -7.9 6.8
C 2.102190 3.896126 -0.921361 1.1 -1.4 0.2
C 0.377365 0.681048 -3.816984 -0.6 3.4 -2.0
C -4.356206 -4.099905 4.106324 2.1 4.5 -3.0
C -3.321768 4.803021 -1.622048 -2.2 -0.9 -1.8
C -1.748817 0.564016 -5.224373 4.7 2.5 1.4
C 7.019663 -2.875423 -1.007345 -4.8 -0.4 0.5
C 1.781127 -4.302102 3.889373 0.1 1.3 -0.9
C -2.361692 2.569766 0.026209 3.3 -0.6 0.6
C 2.766910 -6.003989 1.650774 -1.8 3.7 3.2
C 5.275839 -4.570264 -1.639916 -0.8 0.0 0.4
C -1.355481 4.762781 1.093081 1.1 0.7 -1.6
C 2.394162 -5.541004 4.124568 -0.9 0.6 -10.7
C -3.371105 3.613808 1.996571 -2.7 -1.0 -3.0
C -1.253352 -0.994332 -3.351235 -3.9 -4.2 0.9
C 1.770703 -3.716523 2.538892 0.0 -2.3 -1.4
C -4.319477 -1.414920 3.704688 1.3 -2.8 -4.6
C -2.853353 3.415231 -2.101813 -2.0 -1.0 -4.3
C -3.188516 -4.136517 3.113570 -3.3 2.2 3.4
C -2.301588 5.829926 -2.008969 -2.6 3.6 0.1
C -1.737315 2.727153 -1.393259 -4.1 -1.8 1.7
C 5.933923 -1.798129 -0.982875 -2.9 -4.9 -1.5
C -4.692193 5.119663 -2.347396 3.2 -7.0 1.7
C 4.201853 -3.626276 -1.730425 10.7 6.1 3.8
C 2.189715 -4.609173 1.395956 0.4 -1.1 4.4
C 4.441073 -2.190729 -1.374694 10.7 -8.5 0.7
C 3.097239 3.409694 1.347804 -2.4 2.9 -0.6
C 6.651450 -4.296976 -1.157514 -3.1 1.6 -1.5
C -2.704290 3.923430 0.683026 1.7 -1.0 1.4
C 1.833683 1.618063 0.105165 0.5 -1.4 2.1
H 1.358538 -2.656110 2.234797 0.8 -2.4 0.9
H 2.531263 0.754333 0.221519 0.4 1.2 -0.5
H -3.606503 4.476395 2.468234 -0.5 2.5 2.1
H 2.026645 -4.215167 0.418708 0.2 0.0 -0.6
H -4.597411 -5.137613 4.515387 -0.5 2.2 -0.2
H -2.787543 -0.958040 1.989126 1.8 3.8 -2.5
H 2.234343 3.887163 1.925537 1.5 -0.3 -0.2
H 3.485455 2.677082 2.005246 0.2 -1.5 -0.1
H 7.213905 -5.218547 -0.996264 0.7 1.0 -0.1
H -2.192130 1.405884 -4.789744 -1.2 1.6 0.4
H 3.155783 -7.463683 3.290998 0.9 -1.5 0.4
H 3.936224 4.198195 1.273437 -1.5 -1.2 -0.8
H 1.286892 0.341192 -4.444549 -1.5 0.2 1.3
H 0.522609 0.808692 -2.739292 0.4 -0.8 -0.3
H -1.583440 5.810817 1.414261 -0.2 -0.7 -0.7
H -2.784754 2.934022 2.480867 1.7 -1.3 1.7
H -4.514482 4.986170 -3.341186 0.6 -1.0 -2.8
H -3.104307 1.853747 -0.066017 -2.6 -0.6 -0.2
H -1.443551 1.848013 -1.936529 -0.7 -1.1 0.2
H 1.318297 -3.759181 4.818723 1.2 -0.8 -2.0
H 2.628001 -5.786242 4.986517 1.5 -2.6 8.3
H -2.415296 6.878159 -1.560888 -0.5 -1.5 -0.4
H -1.057945 1.015079 -6.023990 -1.1 -1.4 0.8
H 4.765477 -5.593793 -1.968939 2.3 1.6 1.1
H 6.057207 -0.826303 -0.561205 0.6 0.5 -0.2
H -0.447370 -1.501163 -2.662660 -1.2 1.5 -1.1
H -0.844874 3.134544 -1.336402 4.2 3.2 0.1
H -5.013860 5.980647 -2.325334 -2.2 9.5 1.0
H -2.786459 -5.097722 2.983123 0.7 -1.1 -0.4
H -1.884337 -3.282577 1.805936 2.3 0.2 -2.1
H -2.516119 3.602791 -3.338261 -1.4 -0.7 3.6
H -3.931653 2.697244 -2.032986 3.4 1.8 -0.6
H -5.994780 -2.570724 4.938283 2.8 0.3 -1.7
H 0.221331 1.859109 -4.127929 0.5 -2.8 0.5
H -1.379771 5.563393 -1.738748 3.8 -1.4 0.7
H -2.449729 -0.114916 -5.415667 -2.7 -2.8 -1.6
H -2.397580 5.953304 -3.075694 0.2 -0.1 -0.3
H -1.808689 1.978184 0.842060 0.3 1.2 -1.4
H 1.262947 1.424038 -0.711979 -1.5 -0.5 -2.6
H -0.676907 4.437590 1.941629 -1.5 -0.8 -0.9
H 3.410778 -3.998704 -2.033105 -8.0 -2.8 -2.8
H -0.660027 4.762884 0.178034 -1.0 0.3 1.3
H 1.171754 1.364716 0.928277 -0.4 0.6 0.5
H 2.769990 4.801737 -0.775886 -0.9 -0.6 0.0
H -5.607991 4.630905 -2.098673 -0.1 -1.6 0.7
H -4.322935 3.058374 1.845454 0.4 0.4 -0.1
H 3.761463 -1.555762 -1.443683 -5.9 5.8 -0.2
```
Forces are in eV/Å.

Here are the Mulliken charges for atoms 1 to 4, given in e:
1. O -0.52
2. O -0.48
3. O -0.55
4. O -0.40

***

10 unconnected molecules or ions with the total composition C5H29NO9 at a distorted geometry. Source: OMol25; level of theory: ωB97M-V with the def2-TZVPD basis set.

net charge: 0
molecular weight: 247.3 g mol⁻¹
energy above the lowest of the compared OMol25 structures with the same formula, charge and spin: 68.4 kcal per mole
SMILES: C=C(N)CCC.O.O.O.O.O.O.O.O.O
2S+1: 1
total energy: -939.74287 Eh
gap between HOMO and LUMO: 8.06 eV
HOMO level: -7.78 eV
max |F|: 2.24 eV/Å

XYZ file:
```
44
Properties=species:S:1:pos:R:3:forces:R:3
O 3.425495 -2.963197 -0.538051 0.2 0.4 -0.3
O -2.877007 -2.144578 0.612086 -0.8 -0.2 0.5
O 0.225824 -1.306581 -3.167322 0.7 0.5 -0.2
O 0.151432 3.623261 -2.864933 -0.1 -0.1 0.0
O 3.486946 0.003791 0.277000 0.8 0.4 0.2
O -0.288694 -3.949612 0.648934 0.1 0.0 0.4
O -1.220765 -2.438608 -1.348779 1.1 0.5 1.6
O -1.716890 -3.237361 2.974451 -0.1 -0.6 0.0
O -2.690366 1.063881 -2.474170 0.0 -0.8 -0.8
N -0.050524 1.302676 -0.776509 1.1 0.7 0.3
C 1.248023 2.638328 0.916886 -2.2 0.0 -0.1
C 0.972543 3.322719 2.268772 1.6 0.3 -0.5
C 1.062047 2.327199 3.393032 -1.0 -0.8 1.8
C -1.340502 2.477502 0.767031 0.0 0.4 1.3
C -0.117542 2.153799 0.323702 -0.3 0.0 -0.7
H -2.397642 -2.817425 1.107957 0.0 0.1 -0.1
H 1.742453 1.668498 1.088428 0.5 0.7 -0.2
H -1.126179 -2.832870 2.330989 0.4 0.3 0.5
H 1.445982 2.690104 4.356398 0.1 0.3 -0.4
H -1.485967 3.049346 1.673670 0.2 0.2 -0.2
H -0.182489 4.354192 -2.337261 0.0 0.0 0.0
H 1.567613 1.351189 3.248121 0.0 0.7 -0.5
H 0.355684 -4.539817 0.246840 0.0 -0.1 0.0
H -0.133850 2.834760 -2.375600 0.2 0.0 0.1
H -1.117727 -4.435530 0.725137 0.2 -0.3 -0.2
H 1.783393 3.362856 0.261247 -0.3 -1.0 0.0
H -2.058065 -2.559621 3.563194 0.1 0.2 -0.2
H -0.927206 0.905819 -1.090740 0.5 -0.2 -0.3
H 3.046944 -2.127573 -0.242118 -0.3 0.0 0.4
H 0.029124 2.054887 3.644794 0.1 -0.3 0.0
H 0.872395 0.940750 -1.003278 -0.8 -0.3 -0.2
H -3.771176 -2.366140 0.900636 -0.1 0.4 -0.2
H 1.681486 4.149581 2.373004 0.3 -0.2 0.2
H -2.362695 1.141579 -3.381375 0.3 0.7 0.2
H 0.017877 3.835215 2.274101 -0.1 -0.1 -0.1
H -0.625933 -2.728025 -0.612096 -0.2 -1.3 -1.2
H -1.308751 -1.609139 -0.847666 -1.0 0.5 -1.2
H -0.355918 -2.075377 -3.163345 -0.2 0.4 0.1
H -3.061726 0.174387 -2.571518 -0.2 0.0 0.7
H 0.048557 -0.723039 -3.910109 -0.2 -0.4 -0.1
H 3.890397 -2.655045 -1.327168 0.0 -0.4 -0.1
H -2.287351 2.079288 0.425566 0.3 -0.3 -0.6
H 3.564891 0.874498 0.696715 -0.4 -0.2 -0.1
H 4.426172 -0.225757 0.212277 -0.2 -0.3 -0.1
```
Forces are in eV/Å.

Here are the natural (NBO) charges for atoms 1 to 4, given in e:
1. O -0.95
2. O -0.94
3. O -0.97
4. O -0.96

***

A molecular structure, C2H5CuN2O3P at a distorted geometry. Source: OMol25; level of theory: ωB97M-V with the def2-TZVPD basis set.

net charge: +2
molecular weight: 199.6 g mol⁻¹
2S+1: 2
total energy: -2395.35933 Eh
gap between HOMO and LUMO (alpha / beta): 9.60 / 6.26 eV
HOMO level (alpha / beta): -19.29 / -19.19 eV
max |F|: 1.36 eV/Å

XYZ file:
```
14
Properties=species:S:1:pos:R:3:forces:R:3
Cu 1.968135 -2.975468 0.747022 -0.1 0.6 0.2
P 0.810848 -0.533071 -0.974808 0.7 -0.2 -0.8
O -1.779014 0.421088 -0.928974 0.1 0.2 0.0
O -2.166386 1.318518 0.018081 -0.1 -0.2 -0.2
O 1.074803 1.053738 -1.277173 -0.5 0.1 0.5
N 1.564021 -0.779495 0.564210 -0.2 -0.6 -0.1
N 0.513658 2.615816 0.568911 0.3 -1.0 -0.9
C -1.098963 -0.694208 -0.484038 -0.7 -0.1 0.4
C 0.779077 1.886523 -0.293753 0.0 1.1 0.6
H 2.539488 -0.470101 0.511310 0.1 0.1 0.0
H -1.203972 -0.866523 0.589373 0.1 0.1 0.1
H -1.456614 -1.551716 -1.052448 0.1 0.0 -0.3
H -2.672017 0.813767 0.695659 0.1 0.0 0.1
H 1.126941 -0.238864 1.316633 0.2 -0.2 0.3
```
Forces are in eV/Å.

Here are the natural (NBO) charges for atoms 1 to 4, given in e:
1. Cu 0.96
2. P 1.45
3. O 0.01
4. O -0.21